Record 1
Entry from OMol25: a gas-phase ion, C35H43N4O3 (charge +1) in a non-equilibrium geometry (the ωB97M-V functional and the def2-TZVPD basis).

Properties
Relative energy (zero: lowest compared OMol25 entry of this formula, charge and spin), kJ/mol: 402.98
Total energy, eV: -49084.4207
Frontier orbital gap, eV: 6.39
Lowest unoccupied orbital energy, eV: -3.630
2S+1: 1
Net charge: +1
Structure (SMILES): COC(=O)[C@H]1CCC/[N+]1=C1\CCCC[C@H]1[C@@H](/C=C/N1[C@H](Cc2ccccc2)C(=O)N(C)C1(C)C)c1ccc(C#N)cc1

CARTESIAN COORDINATES (ANGSTROEM)
C (-3.08, -3.19, 3.16)
O (-2.34, -1.99, 2.90)
C (-1.19, -1.92, 3.59)
O (-0.71, -2.85, 4.18)
C (-0.67, -0.52, 3.57)
C (-1.31, 0.25, 4.71)
C (-0.41, -0.07, 5.92)
C (1.00, -0.36, 5.28)
N (0.74, -0.61, 3.87)
C (1.60, -1.08, 2.97)
C (3.01, -0.83, 3.48)
C (4.12, -0.87, 2.44)
C (3.72, -1.72, 1.25)
C (2.41, -1.31, 0.65)
C (1.14, -1.28, 1.49)
C (0.10, -1.55, 0.41)
C (0.14, -0.75, -1.00)
C (-0.72, 0.26, -1.40)
N (-0.44, 1.57, -1.76)
C (-1.37, 2.41, -2.54)
C (-1.59, 1.89, -3.97)
C (-2.43, 2.80, -4.83)
C (-2.00, 3.20, -6.10)
C (-2.70, 4.18, -6.80)
C (-3.89, 4.69, -6.28)
C (-4.40, 4.20, -5.06)
C (-3.68, 3.22, -4.35)
C (-0.67, 3.76, -2.52)
O (-1.16, 4.88, -2.93)
N (0.54, 3.62, -1.95)
C (1.46, 4.71, -1.77)
C (0.85, 2.27, -1.49)
C (2.00, 1.67, -2.31)
C (1.15, 2.19, 0.01)
C (0.01, -3.04, -0.10)
C (-0.91, -3.87, 0.55)
C (-0.75, -5.27, 0.56)
C (0.34, -5.85, -0.10)
C (0.58, -7.27, -0.04)
N (0.79, -8.41, 0.01)
C (1.18, -5.04, -0.89)
C (0.97, -3.64, -0.91)
H (-3.88, -3.18, 2.42)
H (-2.44, -4.06, 3.05)
H (-3.49, -3.15, 4.17)
H (-0.91, -0.05, 2.61)
H (-1.29, 1.34, 4.52)
H (-2.35, -0.03, 4.90)
H (-0.32, 0.74, 6.65)
H (-0.73, -0.99, 6.45)
H (1.66, 0.53, 5.40)
H (1.52, -1.23, 5.76)
H (3.12, 0.16, 3.96)
H (3.27, -1.55, 4.27)
H (5.04, -1.30, 2.85)
H (4.39, 0.13, 2.07)
H (3.63, -2.74, 1.57)
H (4.46, -1.78, 0.45)
H (2.24, -1.96, -0.21)
H (2.40, -0.30, 0.21)
H (0.52, -0.25, 1.59)
H (-0.94, -1.35, 0.77)
H (0.90, -1.03, -1.73)
H (-1.79, 0.03, -1.50)
H (-2.34, 2.47, -2.00)
H (-0.61, 1.74, -4.45)
H (-2.07, 0.89, -3.88)
H (-1.06, 2.77, -6.49)
H (-2.31, 4.53, -7.76)
H (-4.43, 5.47, -6.82)
H (-5.33, 4.58, -4.66)
H (-4.07, 2.83, -3.42)
H (1.04, 5.61, -2.21)
H (1.66, 4.89, -0.72)
H (2.42, 4.49, -2.24)
H (1.74, 1.68, -3.38)
H (2.89, 2.30, -2.16)
H (2.21, 0.65, -1.97)
H (0.32, 2.68, 0.56)
H (1.20, 1.13, 0.30)
H (2.11, 2.68, 0.22)
H (-1.81, -3.43, 0.94)
H (-1.47, -5.90, 1.10)
H (2.00, -5.49, -1.47)
H (1.52, -3.06, -1.66)

Atom charges from the Löwdin analysis, given in e for atoms 1 to 6: number 1, C, carries -0.031; number 2, O, carries -0.046; number 3, C, carries -0.470; number 4, O, carries 0.165; number 5, C, carries -0.191; number 6, C, carries -0.078

***

Record 2
Entry from OMol25: a molecular structure, C35H44BaCl5N3PSSe2Te2 (the ωB97M-V functional and the def2-TZVPD basis).

Properties
Relative energy (zero: lowest compared OMol25 entry of this formula, charge and spin), kJ/mol: 135.01
Total energy, eV: -270191.7587
Frontier orbital gap, eV: 4.13
Lowest unoccupied orbital energy, eV: 1.050
2S+1: 1
Net charge: -1

CARTESIAN COORDINATES (ANGSTROEM)
Ba (0.47, 0.85, 0.78)
C (-5.67, -2.10, -1.23)
C (-4.91, -0.91, -1.84)
C (-4.90, 0.23, -0.81)
C (-5.64, -0.42, -3.09)
C (-3.50, -1.36, -2.20)
C (-3.33, -2.40, -3.15)
C (-2.09, -2.89, -3.50)
C (-0.96, -2.34, -2.88)
S (0.72, -2.72, -3.03)
C (1.10, -1.50, -1.84)
N (0.07, -0.87, -1.37)
C (-1.12, -1.32, -1.95)
C (-2.38, -0.82, -1.61)
C (2.52, -1.25, -1.41)
C (3.52, -1.84, -2.18)
C (4.85, -1.66, -1.82)
C (5.14, -0.88, -0.71)
C (4.11, -0.29, 0.02)
C (2.74, -0.44, -0.29)
H (-6.66, -1.78, -0.90)
H (-5.14, -2.49, -0.36)
H (-5.79, -2.91, -1.95)
H (-5.93, 0.52, -0.58)
H (-4.39, 1.12, -1.18)
H (-4.43, -0.07, 0.12)
H (-6.66, -0.12, -2.84)
H (-5.71, -1.20, -3.85)
H (-5.13, 0.44, -3.54)
H (-4.20, -2.83, -3.61)
H (-2.00, -3.68, -4.22)
H (-2.46, -0.05, -0.86)
H (3.30, -2.44, -3.06)
H (5.64, -2.12, -2.41)
H (6.17, -0.72, -0.42)
H (4.41, 0.33, 0.86)
Se (-0.54, 5.24, 1.94)
Te (0.69, 4.14, 3.83)
Te (2.81, 2.91, 2.52)
Se (4.26, 2.20, 4.51)
C (2.52, -3.25, 3.15)
C (1.71, -2.38, 2.17)
N (1.37, -1.11, 2.80)
C (2.57, -0.47, 3.35)
C (3.09, -1.28, 4.54)
N (2.38, -2.62, 4.51)
C (0.92, -2.45, 4.81)
C (0.40, -1.35, 3.87)
H (3.59, -3.26, 2.92)
H (2.16, -4.27, 3.23)
H (0.79, -2.88, 1.85)
H (2.32, -2.18, 1.28)
H (2.37, 0.54, 3.68)
H (3.31, -0.39, 2.55)
H (2.86, -0.82, 5.50)
H (4.16, -1.49, 4.49)
H (2.80, -3.23, 5.21)
H (0.83, -2.19, 5.86)
H (0.45, -3.42, 4.64)
H (0.27, -0.42, 4.43)
H (-0.56, -1.62, 3.44)
C (0.38, 5.58, -2.61)
C (0.24, 4.42, -1.63)
P (1.42, 3.02, -1.81)
C (1.18, 2.63, -3.60)
C (1.83, 1.33, -4.07)
C (3.04, 3.88, -1.76)
C (4.23, 2.95, -1.59)
H (-0.33, 6.38, -2.37)
H (0.21, 5.29, -3.64)
H (1.38, 6.03, -2.56)
H (-0.76, 4.00, -1.69)
H (0.33, 4.77, -0.60)
H (1.53, 3.47, -4.20)
H (0.10, 2.57, -3.74)
H (2.92, 1.36, -3.97)
H (1.60, 1.13, -5.12)
H (1.48, 0.48, -3.48)
H (2.98, 4.55, -0.89)
H (3.14, 4.51, -2.65)
H (4.13, 2.35, -0.68)
H (5.16, 3.51, -1.52)
H (4.33, 2.25, -2.42)
Cl (-1.80, -3.06, 1.23)
C (-2.67, -1.65, 1.94)
C (-2.06, -0.42, 1.89)
C (-2.80, 0.61, 2.44)
Cl (-2.14, 2.25, 2.38)
C (-4.07, 0.44, 3.01)
Cl (-4.95, 1.78, 3.64)
C (-4.62, -0.84, 3.05)
Cl (-6.18, -1.10, 3.75)
C (-3.91, -1.92, 2.51)
Cl (-4.58, -3.51, 2.59)

Atom charges from the Löwdin analysis, given in e for atoms 1 to 6: number 1, Ba, carries 1.303; number 2, C, carries -0.036; number 3, C, carries -0.551; number 4, C, carries -0.045; number 5, C, carries -0.049; number 6, C, carries -0.159